23
Properties=species:S:1:pos:R:3:lowdin_charge:R:1 method="wB97M-V/def2-TZVPD" spin_multiplicity=1 de_lowest_kj_mol=124.8
C -0.11262 -0.56762 0.91738 -0.396
C -0.33411 -0.97740 -0.69283 -0.208
C -0.47168 -1.78540 1.75153 -0.099
C 1.25817 -0.05394 1.27104 -0.091
C -1.69194 -0.46956 -1.17104 -0.114
H -0.85007 0.22179 1.08648 0.119
H 0.44557 -0.86480 -1.44812 0.091
H -0.36788 -2.06989 -0.68571 0.095
H 0.26066 -2.57561 1.59520 0.080
H 1.59357 0.68309 0.50623 0.056
H 1.23647 0.46157 2.23310 0.081
H -0.48120 -1.53497 2.81061 0.078
H -1.45358 -2.16887 1.48413 0.073
H 1.99927 -0.85943 1.28596 0.086
H -1.93127 -0.85744 -2.16245 0.074
H -1.71319 0.61851 -1.20739 0.064
H -2.48342 -0.78759 -0.49117 0.074
C 0.81700 2.62683 -1.14337 -0.176
O 1.52058 1.42281 -1.31341 -0.181
H 0.83465 0.65357 -1.31836 0.061
H 1.51981 3.44170 -1.31144 0.079
H -0.00211 2.72315 -1.86605 0.078
H 0.40731 2.71948 -0.13031 0.077